Record 1
Here is C28H26AlClN5O5S2Te as an isolated structure from the Open Molecules 2025 dataset. Energies are from wB97M-V/def2-TZVPD.

CARTESIAN COORDINATES (ANGSTROEM)
Te1 3.407 1.758 -0.778
Cl1 2.842 0.407 7.138
S1 4.459 2.304 2.320
S2 4.071 -5.586 -3.390
Al1 1.513 0.261 0.110
O1 -2.071 -3.615 -2.180
O2 2.294 -0.676 1.420
O3 4.193 -6.774 -2.587
O4 -0.597 -5.117 -2.688
O5 4.874 -4.430 -3.064
N1 1.162 -1.481 -0.824
N2 1.410 -3.550 -1.527
N3 -0.942 -4.049 -2.216
N4 0.169 1.070 -1.217
N5 0.238 1.061 1.377
C1 -0.822 1.787 -0.618
C2 3.485 -2.430 -0.706
C3 -0.837 1.789 0.799
C4 2.367 -5.056 -3.280
C5 2.055 -4.843 -1.793
C6 -2.820 3.162 0.701
C7 1.504 0.454 3.357
C8 4.672 1.417 0.864
C9 3.524 -0.787 4.799
C10 2.398 -0.429 2.699
C11 6.389 0.650 2.229
C12 -1.840 2.462 1.440
C13 4.307 -5.996 -5.098
C14 5.791 1.536 3.071
C15 -2.801 3.187 -0.664
C16 -0.658 1.736 -3.350
C17 2.036 -2.479 -1.011
C18 -0.065 -1.931 -1.235
C19 -1.675 2.444 -2.767
C20 2.643 0.098 5.447
C21 3.403 -1.049 3.459
C22 -1.787 2.487 -1.359
C23 5.745 -6.453 -5.316
C24 0.461 1.115 2.662
C25 5.743 0.579 0.962
C26 0.249 1.052 -2.531
C27 1.644 0.703 4.742
C28 0.079 -3.208 -1.658
H1 5.883 -6.710 -6.365
H2 1.720 -5.809 -3.723
H3 3.587 -6.782 -5.327
H4 4.310 -1.257 5.375
H5 4.066 -5.099 -5.670
H6 2.964 -4.854 -1.196
H7 6.447 -5.662 -5.059
H8 3.800 -1.391 -0.629
H9 -0.190 1.735 3.274
H10 6.078 -0.054 0.151
H11 -2.397 2.978 -3.372
H12 5.968 -7.331 -4.713
H13 -3.552 3.730 -1.223
H14 3.681 -2.906 0.256
H15 1.064 0.476 -2.957
H16 2.287 -4.128 -3.846
H17 1.409 -5.630 -1.420
H18 4.069 -2.930 -1.479
H19 6.076 1.792 4.079
H20 0.963 1.383 5.238
H21 -1.913 2.476 2.518
H22 -0.542 1.693 -4.423
H23 -0.965 -1.343 -1.200
H24 7.264 0.073 2.493
H25 4.093 -1.713 2.957
H26 -3.597 3.687 1.240

Output
E_HOMO: -10.42 eV
ΔE to the lowest compared entry with this formula, charge and spin: 0.00 kcal per mole
total charge: +1
Kohn-Sham gap: 0.2416 Ha

Atomic partial charges in e from the Mulliken method, atoms 1 to 6: Te -0.017; Cl -0.210; S -0.143; S 1.210; Al -0.148; O -0.607

Record 2
Here is C40H65AlN8OPS2Se as an isolated structure from the Open Molecules 2025 dataset. Energies are from wB97M-V/def2-TZVPD.

CARTESIAN COORDINATES (ANGSTROEM)
Se1 2.000 -0.536 -3.571
S1 -0.866 -4.091 5.201
S2 1.597 -3.993 -1.528
P1 -2.538 1.514 0.486
Al1 1.395 -1.723 -1.236
O1 -0.316 -1.508 -1.986
N1 4.723 -1.412 -3.556
N2 -0.558 -2.880 -3.753
N3 2.877 -0.982 -0.480
N4 4.562 0.641 -2.912
N5 -2.456 -2.042 4.731
N6 4.184 -3.614 -0.929
N7 0.338 -1.861 0.563
N8 3.560 -5.717 -1.835
C1 3.849 -0.416 -3.331
C2 -2.010 2.919 -1.902
C3 2.163 1.293 -0.055
C4 5.596 -3.950 -0.996
C5 5.994 -0.989 -3.243
C6 -6.797 -0.193 1.012
C7 -4.754 0.081 -0.427
C8 3.323 -4.432 -1.379
C9 -1.422 -2.809 4.349
C10 3.121 0.270 0.027
C11 -0.854 4.989 -1.083
C12 -1.720 1.550 4.539
C13 -2.957 2.919 -0.695
C14 -0.273 1.091 4.303
C15 4.382 -2.709 -4.121
C16 -2.557 1.319 3.286
C17 4.395 -6.640 -1.061
C18 -0.813 -2.441 3.036
C19 -0.666 3.556 -1.576
C20 4.635 1.865 1.060
C21 4.062 1.981 -2.636
C22 0.565 -2.494 2.858
C23 -6.282 -0.085 -0.419
C24 -1.595 -2.075 1.948
C25 -1.781 5.040 0.130
C26 4.360 0.585 0.613
C27 -6.558 1.125 1.771
C28 -0.985 -1.795 0.739
C29 -3.111 4.342 -0.145
C30 -4.253 0.867 0.802
C31 -0.959 -1.873 -3.006
C32 5.894 0.298 -2.845
C33 2.457 2.574 0.383
C34 3.691 2.879 0.939
C35 1.094 -2.195 1.623
C36 -0.581 2.481 2.230
C37 0.131 1.276 2.833
C38 -2.107 2.251 2.144
C39 -2.206 -1.134 -3.372
C40 -5.318 1.870 1.248
H1 2.160 -2.227 1.447
H2 -6.437 0.917 2.837
H3 5.447 -6.565 -1.330
H4 -1.866 1.896 -2.263
H5 6.850 -1.631 -3.344
H6 -4.452 0.583 -1.352
H7 -2.624 3.207 2.267
H8 0.302 -3.369 -3.516
H9 -2.467 -0.452 -2.568
H10 0.402 1.654 4.951
H11 0.111 5.441 -0.839
H12 4.291 -6.465 0.012
H13 -3.028 -1.825 -3.557
H14 -1.283 5.588 -1.893
H15 -0.014 3.533 -2.453
H16 -0.174 2.688 1.243
H17 5.852 -4.490 -1.914
H18 -1.573 -1.499 -0.116
H19 1.212 1.386 2.739
H20 -2.891 -2.239 5.617
H21 -6.277 -1.016 1.513
H22 5.599 2.076 1.507
H23 5.918 -4.558 -0.148
H24 -1.280 4.572 0.979
H25 -2.029 -0.562 -4.285
H26 1.191 1.080 -0.493
H27 -0.171 2.959 -0.803
H28 -0.372 3.364 2.842
H29 -1.063 -3.137 -4.584
H30 -1.746 2.615 4.786
H31 -3.739 4.349 0.749
H32 -3.939 2.613 -1.069
H33 -2.481 3.481 -2.716
H34 1.208 -2.783 3.677
H35 3.941 -2.571 -5.105
H36 4.298 2.259 -1.611
H37 3.646 -1.640 -0.397
H38 -5.596 2.502 0.400
H39 -2.151 1.033 5.400
H40 -3.653 4.924 -0.900
H41 -6.568 -0.958 -1.007
H42 5.296 -3.292 -4.203
H43 -6.751 0.778 -0.901
H44 -2.673 -2.030 2.020
H45 5.108 -0.196 0.706
H46 -0.162 0.040 4.588
H47 2.724 -6.152 -2.190
H48 3.677 -3.228 -3.479
H49 -0.137 0.389 2.248
H50 3.912 3.882 1.277
H51 -2.661 -1.166 4.278
H52 4.066 -7.654 -1.276
H53 -3.621 1.454 3.490
H54 -7.856 -0.448 1.026
H55 1.713 3.356 0.281
H56 -1.969 6.077 0.416
H57 -4.128 0.144 1.616
H58 6.169 -3.023 -0.967
H59 2.985 1.982 -2.771
H60 -7.433 1.771 1.680
H61 -2.426 0.280 2.960
H62 -4.271 -0.902 -0.437
H63 4.523 2.679 -3.334
H64 -4.936 2.545 2.016
H65 6.644 0.997 -2.524

Output
E_HOMO: -9.50 eV
ΔE to the lowest compared entry with this formula, charge and spin: 0.00 kcal per mole
total charge: +1
Kohn-Sham gap: 0.2539 Ha

Atomic partial charges in e from the Mulliken method, atoms 1 to 6: Se -0.280; S -0.301; S -0.527; P 0.299; Al -0.966; O 0.517

Record 3
Here is C9H11CuInN2O3 as an isolated structure from the Open Molecules 2025 dataset. Energies are from wB97M-V/def2-TZVPD.

CARTESIAN COORDINATES (ANGSTROEM)
In1 4.683 0.787 -0.762
Cu1 -0.414 -2.236 -4.221
O1 0.805 -1.480 -2.311
O2 3.099 -1.470 -2.509
O3 2.128 -0.735 -0.741
N1 -0.318 -2.662 3.444
N2 -0.638 3.558 -1.940
C1 -0.186 -2.110 1.274
C2 -0.766 3.849 -0.601
C3 -0.991 1.640 -0.784
C4 0.250 -2.985 2.190
C5 -0.899 -1.101 1.943
C6 -0.747 2.188 -2.048
C7 -0.920 -1.425 3.287
C8 -1.093 2.713 0.136
C9 2.053 -1.234 -1.876
H1 -1.301 -0.822 4.098
H2 -1.265 -0.154 1.573
H3 -0.317 -3.203 4.297
H4 -0.709 4.848 -0.196
H5 -0.670 1.805 -3.054
H6 -1.137 0.582 -0.621
H7 -1.314 2.839 1.186
H8 -0.542 4.185 -2.725
H9 0.754 -3.940 2.191
H10 0.427 -1.313 -1.444
H11 0.025 -2.123 0.215

Output
E_HOMO (spin up / spin down): -17.19 / -17.18 eV
total charge: +3
Kohn-Sham gap (spin up / spin down): 0.2490 / 0.1708 Ha
2S+1: 3

Atomic partial charges in e from the Mulliken method, atoms 1 to 6: In 0.919; Cu 0.892; O -0.228; O -0.667; O -0.709; N 0.012

Record 4
Here is a 2-piece molecular cluster, CH6N2OS overall from the Open Molecules 2025 dataset. Energies are from wB97M-V/def2-TZVPD.

CARTESIAN COORDINATES (ANGSTROEM)
S1 -2.157 0.760 0.550
O1 -3.696 0.542 -0.104
N1 -1.125 0.535 -0.531
N2 3.577 -0.373 0.240
C1 2.384 -0.646 0.177
H1 1.654 -0.066 0.778
H2 -0.954 1.348 -1.005
H3 -2.123 -0.584 1.231
H4 -3.818 1.135 -0.871
H5 2.046 -1.671 -0.120
H6 4.211 -0.980 -0.345

Output
E_HOMO (spin up / spin down): -5.35 / -9.18 eV
ΔE to the lowest compared entry with this formula, charge and spin: 32.19 kcal per mole
total charge: 0
Kohn-Sham gap (spin up / spin down): 0.2197 / 0.2599 Ha
2S+1: 3

Atomic partial charges in e from the Mulliken method, atoms 1 to 6: S 0.230; O -0.484; N -0.483; N -0.310; C -0.399; H 0.193

Record 5
Here is a 2-piece molecular cluster, C4H4NO2 overall from the Open Molecules 2025 dataset. Energies are from wB97M-V/def2-TZVPD.

CARTESIAN COORDINATES (ANGSTROEM)
O1 -3.684 -0.221 -0.539
O2 1.885 0.964 0.248
N1 -2.802 -0.055 0.304
C1 0.734 -0.818 -0.308
C2 0.587 1.331 0.158
C3 1.992 -0.359 -0.002
C4 -0.230 0.249 -0.183
H1 -2.241 -0.929 0.508
H2 0.420 2.396 0.208
H3 2.999 -0.728 -0.114
H4 0.341 -1.830 -0.279

Output
E_HOMO (spin up / spin down): -2.80 / -2.80 eV
ΔE to the lowest compared entry with this formula, charge and spin: 153.75 kcal per mole
total charge: -1
Kohn-Sham gap (spin up / spin down): 0.2582 / 0.2582 Ha

Atomic partial charges in e from the Mulliken method, atoms 1 to 6: O -0.413; O -0.323; N 0.015; C -0.160; C -0.541; C -0.377